{"formula": "C80H190O40", "method": "ωB97M-V/def2-TZVPD", "relative_energy_kcal_mol": 3.7, "charge": 0, "molar_mass_g_mol": 1792.36, "homo_lumo_gap_ha": 0.346, "spin_multiplicity": 1, "symbols": ["H", "C", "C", "H", "H", "H", "H", "C", "C", "C", "H", "H", "C", "H", "H", "C", "H", "H", "H", "C", "H", "H", "H", "H", "H", "H", "H", "O", "H", "H", "H", "O", "H", "H", "H", "O", "C", "C", "C", "O", "C", "C", "H", "H", "C", "H", "H", "H", "H", "H", "O", "H", "H", "C", "H", "C", "H", "H", "H", "O", "C", "H", "O", "C", "H", "C", "O", "H", "H", "H", "H", "C", "H", "H", "H", "C", "H", "H", "H", "H", "H", "C", "H", "C", "H", "C", "C", "H", "H", "C", "H", "H", "C", "O", "H", "H", "C", "H", "H", "H", "O", "H", "C", "C", "H", "H", "O", "H", "H", "C", "H", "H", "H", "O", "C", "C", "O", "O", "C", "H", "H", "H", "H", "H", "H", "H", "H", "H", "H", "H", "O", "O", "C", "H", "C", "C", "C", "H", "H", "H", "H", "H", "C", "H", "H", "H", "H", "H", "O", "H", "C", "H", "H", "H", "H", "C", "C", "O", "C", "H", "O", "H", "C", "H", "C", "H", "H", "H", "C", "H", "H", "O", "O", "C", "H", "C", "C", "O", "H", "H", "C", "H", "H", "H", "H", "O", "O", "H", "H", "H", "H", "C", "O", "O", "C", "O", "H", "O", "H", "H", "C", "H", "C", "H", "C", "C", "O", "H", "H", "C", "H", "C", "H", "H", "C", "H", "C", "H", "O", "O", "H", "H", "C", "H", "H", "H", "H", "H", "O", "C", "H", "H", "H", "H", "C", "O", "C", "H", "H", "H", "H", "C", "H", "H", "C", "H", "H", "C", "H", "H", "H", "C", "H", "H", "H", "H", "C", "H", "H", "O", "H", "H", "H", "H", "C", "C", "H", "H", "C", "C", "O", "H", "H", "H", "H", "C", "H", "O", "H", "H", "H", "H", "H", "H", "C", "H", "O", "C", "H", "C", "H", "H", "H", "H", "H", "C", "H", "O", "H", "H", "C", "C", "H", "H", "O", "H", "O", "H", "H", "H"], "coordinates": [[5.279, -8.642, -0.665], [-2.798, -6.472, 2.606], [0.724, 7.073, 3.006], [-1.690, 10.777, 2.476], [8.978, -2.002, 0.996], [1.880, 4.532, -7.970], [-0.555, -12.122, 3.211], [1.877, 0.576, 3.582], [5.406, 9.296, 1.910], [2.164, 1.140, -3.775], [0.239, 3.617, -5.934], [1.358, 0.898, 2.691], [8.189, -1.874, 1.762], [4.056, 8.622, 0.477], [-6.380, -4.943, -3.135], [2.256, 6.363, -0.655], [-6.062, 6.621, 3.431], [-5.819, -1.712, -5.427], [2.474, 2.044, 5.906], [2.783, -7.776, 1.884], [-8.635, -5.944, -0.826], [2.128, 1.361, -2.695], [0.601, -6.933, 1.426], [-2.297, -3.993, -5.799], [1.484, -2.467, 3.242], [-3.086, -8.935, 3.809], [-6.216, 0.022, -5.579], [1.989, 5.193, -1.351], [-0.195, -2.691, 2.981], [0.079, 2.094, 4.547], [1.185, 7.655, -2.031], [3.398, -1.025, -3.532], [0.423, 4.808, 1.166], [4.285, 0.869, -3.742], [4.588, -2.512, -1.971], [-2.545, 2.624, -2.379], [-5.153, 0.214, 0.527], [-4.324, 6.451, 0.060], [0.246, 4.811, -4.214], [-1.854, -1.374, -1.235], [5.940, 0.620, 0.213], [0.468, 4.029, 1.937], [-4.855, 7.407, -0.010], [-0.531, 3.987, 2.450], [-5.778, -0.756, -4.910], [-5.080, 1.307, 0.592], [4.312, -6.411, -4.556], [1.640, 2.593, 9.176], [-4.584, 3.610, 4.622], [0.275, -8.470, -1.047], [-0.175, 6.960, -0.561], [0.311, -4.816, -2.127], [-3.554, -6.854, 1.884], [0.414, 4.692, -5.718], [1.524, -4.948, -4.146], [6.870, -0.562, 0.328], [1.965, -0.952, -2.043], [2.071, -3.536, 1.406], [2.458, -0.285, 3.272], [4.980, -7.168, 0.779], [-0.426, -1.490, -1.231], [3.238, 6.783, -0.938], [0.625, -3.360, -6.025], [0.588, -7.905, 0.909], [-0.825, -2.361, -6.961], [-5.809, -5.537, -2.440], [-2.150, -5.964, -5.226], [-2.915, 8.512, 0.517], [0.917, 4.084, -3.718], [3.046, 5.747, -7.436], [-0.130, -1.645, 0.891], [1.258, -4.271, 1.545], [-4.938, -1.934, -0.640], [4.291, 2.277, 0.849], [1.714, 6.567, 2.973], [-2.754, 4.015, -2.173], [6.908, 4.303, 0.113], [7.752, -0.513, -0.357], [8.043, 4.229, 1.448], [-0.930, -5.476, -6.803], [-5.605, -0.204, 1.437], [-3.923, -1.333, 4.157], [0.186, -5.339, 6.197], [2.818, 4.115, -1.051], [-0.945, 3.018, 0.107], [0.687, -3.133, 3.403], [2.327, -4.434, -4.685], [5.117, 9.586, 4.409], [-4.543, 2.290, -2.070], [4.302, -8.011, 1.715], [6.187, 9.044, 2.612], [3.763, -2.109, -0.479], [-4.616, 3.679, 3.560], [-1.306, -10.242, 2.647], [3.657, 8.799, 3.864], [-3.495, 0.818, -2.324], [-3.239, 3.245, 2.969], [0.585, 3.356, -0.655], [-3.596, 4.368, -2.763], [-2.469, 0.060, -5.251], [7.406, -0.663, 1.659], [-1.234, -10.269, 4.675], [-1.147, -9.564, 3.904], [-2.101, -5.333, 1.917], [-6.497, 5.183, 4.385], [-1.780, -3.644, 0.000], [-3.395, -5.112, -2.930], [3.854, 4.280, -1.306], [2.266, 0.935, 9.230], [-0.980, -6.213, -5.990], [0.040, 11.012, 1.903], [0.370, -2.123, 5.227], [3.554, -0.144, -1.635], [-1.078, 4.490, -3.948], [4.805, 8.153, 1.125], [0.148, 1.275, -0.484], [0.565, -6.426, -0.940], [1.375, 1.297, 7.498], [-0.093, 1.306, -4.177], [2.603, -6.818, -4.286], [-7.639, -0.812, -3.824], [-8.267, -6.562, -2.443], [2.255, 2.135, -4.236], [-2.310, -2.833, -2.614], [-3.347, -1.658, 5.035], [1.356, -3.578, 5.368], [2.664, -6.692, 1.923], [5.865, 9.949, 1.146], [-1.488, -5.677, 5.818], [0.635, -10.913, 2.511], [1.016, -4.379, 2.889], [4.662, 0.293, 0.689], [5.572, 5.309, 2.145], [0.704, -1.580, -7.117], [4.742, -7.677, -0.516], [-2.729, -3.558, 0.543], [3.612, -2.269, -1.550], [-0.056, -8.594, 1.429], [-7.139, -3.146, -1.419], [3.620, 10.572, 4.290], [4.471, -9.073, 1.578], [4.932, 4.938, 1.342], [-4.472, -4.888, -2.024], [-8.432, -4.850, -2.115], [-1.227, -0.711, 2.579], [-1.424, 7.919, 4.443], [-0.591, 1.336, -1.340], [-0.302, -5.633, 4.529], [-3.006, 6.658, -0.499], [-1.358, 8.238, -1.629], [-6.130, 5.535, 3.405], [1.526, 8.979, 2.231], [7.567, -2.785, 1.714], [-3.218, -1.427, -5.926], [4.188, -4.720, -2.226], [-3.450, -0.394, -5.575], [3.788, 1.370, 0.584], [-6.680, -5.701, -1.311], [-0.376, -11.303, 2.468], [-1.589, 5.816, -2.406], [-3.102, -4.718, 1.205], [-4.664, -3.831, -1.960], [-3.561, 1.806, -1.888], [1.569, -5.245, 1.175], [-1.222, 6.850, 4.260], [-1.107, 1.591, 2.568], [-0.934, 0.626, -3.942], [1.100, 0.935, -0.960], [0.798, 8.590, 2.978], [8.202, 5.539, 0.228], [-1.186, -7.193, -6.438], [-4.423, -0.382, -4.539], [-6.312, -2.072, -2.954], [4.828, 6.421, 2.836], [2.481, 3.240, -1.620], [3.360, -4.551, -1.530], [-1.452, 4.761, -2.592], [-1.841, -7.469, 2.997], [0.487, 5.850, -3.904], [-4.169, -0.225, 0.544], [-2.436, -1.778, -2.492], [-3.536, -3.249, -0.101], [-4.377, -0.410, 4.391], [5.854, 4.520, 2.868], [-2.023, -1.230, -3.325], [2.851, -5.286, -5.666], [-5.918, -0.162, -0.607], [-0.138, -1.531, -5.531], [-0.650, 4.424, -1.929], [-1.298, -5.765, 1.335], [1.018, 9.031, 3.981], [1.891, -3.185, -5.405], [-4.798, 5.039, 3.178], [0.144, 6.552, 4.180], [-2.264, -4.576, -4.882], [-3.130, -1.148, 3.001], [-1.726, 6.398, 3.382], [4.440, 10.166, 2.524], [1.318, -1.037, 0.060], [0.024, -0.936, -2.071], [-0.209, -5.719, -1.895], [-0.176, -2.536, -1.408], [4.151, 9.768, 3.826], [-3.736, 0.216, -6.418], [1.117, 7.416, -0.965], [0.016, -7.602, -0.448], [1.068, 0.273, 4.693], [-4.285, 6.090, 1.077], [-0.617, 8.906, -0.055], [-6.857, -2.086, -1.611], [-0.348, 5.274, -6.245], [-5.945, -1.597, -0.547], [-7.793, -1.557, -1.585], [2.678, -3.012, -6.160], [-2.162, 1.147, 2.599], [-1.395, -4.275, -4.313], [-0.591, -5.168, 5.470], [-3.422, 1.706, -0.781], [-0.285, 0.303, 0.446], [-0.500, 9.102, 2.592], [-0.264, 1.814, -5.110], [-1.668, -0.258, 4.205], [0.083, -2.155, -6.404], [4.792, -7.788, 2.689], [-3.382, -6.164, 3.554], [-6.852, 5.172, 2.705], [3.431, -7.235, -5.850], [-2.446, 4.012, 3.178], [6.699, 5.873, 1.469], [-8.048, -5.775, -1.723], [-1.572, -4.577, 2.552], [-0.541, -11.779, 1.484], [0.213, 6.820, 2.075], [1.355, 8.265, -0.337], [-1.991, -0.271, 3.188], [-0.809, -3.774, 5.221], [1.441, 2.086, 6.331], [5.525, 6.951, 3.496], [3.480, 0.129, -5.184], [1.849, -2.389, -4.631], [-0.405, -6.380, -2.780], [3.415, 0.325, -4.103], [-4.831, 5.741, -0.577], [-4.321, -4.856, -4.817], [0.218, -0.992, 0.062], [0.049, 2.030, -3.362], [5.526, 7.597, 0.543], [0.498, 1.414, 5.346], [3.077, -4.103, -3.964], [-2.993, 4.285, -1.095], [5.785, 0.942, -0.809], [-3.543, -4.414, -4.131], [-0.097, -6.237, -5.360], [0.369, -3.955, 0.937], [2.751, 3.807, 0.003], [-3.869, -3.374, -4.061], [3.334, -6.489, -5.060], [-4.667, -2.049, 3.871], [-0.364, 1.080, 5.940], [4.087, 7.275, 2.014], [1.196, 3.152, 6.493], [1.343, 6.207, -7.726], [5.220, -6.973, -1.244], [1.239, 4.343, 2.606], [-1.081, 8.068, -0.579], [7.503, 4.893, 0.795], [-6.370, -1.936, 0.396], [4.125, 5.984, 3.528], [-2.289, 7.654, 0.260], [0.447, -3.173, 4.876], [-3.025, 1.901, 3.446], [-6.280, 0.033, -3.021], [3.587, -4.741, -0.484], [2.672, -5.375, -1.780], [-5.417, 3.020, 3.196], [-6.559, -0.867, -3.593], [3.679, -7.720, -0.678], [0.736, 2.785, 1.369], [-5.589, -6.508, -2.909], [6.250, -1.427, 0.134], [-1.565, 6.251, 5.120], [-4.188, -5.341, -1.075], [-1.913, 7.257, 1.202], [2.911, 1.111, 1.186], [2.012, 5.440, -7.300], [2.574, 1.364, 3.911], [1.708, 5.136, -5.987], [-2.155, -8.431, 3.984], [-2.096, -8.063, 5.016], [3.047, -1.020, -2.161], [-1.156, -5.475, -1.404], [-2.563, -2.748, 1.262], [-0.113, -9.134, 3.947], [-3.514, -1.601, -2.466], [-3.311, 3.235, 1.864], [-0.632, 10.500, 2.600], [-2.565, 1.102, 1.579], [2.725, -3.329, -1.820], [2.330, 6.153, 0.440], [-1.073, -7.559, -0.371], [0.070, 2.685, 0.091], [2.154, 1.806, 8.578], [3.117, 2.155, 8.220], [8.730, -1.783, 2.682], [1.015, 0.439, -4.170], [-0.323, 10.874, 3.613], [1.932, -8.368, 0.886], [3.372, 1.525, -0.412], [6.289, 1.501, 0.771], [2.520, -8.198, 2.866]], "forces_ev_per_a": [[-0.7, 0.3, 0.2], [-1.1, -0.8, 2.4], [1.1, 0.1, 0.1], [0.5, -0.2, -0.3], [-0.5, 0.5, -0.1], [0.1, 0.7, 0.6], [0.4, 0.7, -0.2], [0.7, 0.7, 0.6], [0.1, 1.7, -1.4], [0.8, -0.2, 0.0], [0.3, 0.5, -0.5], [-0.7, 0.4, -0.1], [-0.3, 0.4, -0.4], [0.0, -0.4, 0.0], [0.2, 0.5, -0.7], [-0.9, 0.8, 0.8], [-0.1, -0.1, -0.2], [0.3, -0.2, -0.2], [-0.4, 0.2, 0.3], [0.2, -0.1, 0.0], [0.0, -0.3, 0.2], [-0.1, -0.2, -0.1], [-0.4, -0.4, 0.3], [0.0, 0.3, -0.3], [1.3, 1.2, -0.4], [-1.0, 0.2, -0.1], [0.2, -0.4, 0.5], [-0.5, -0.4, -0.7], [-0.8, 0.0, -0.8], [0.6, -0.3, 0.8], [-0.3, 0.2, 0.0], [-0.1, 1.6, -0.4], [-0.2, 0.0, -0.1], [0.3, 0.1, 0.0], [0.2, 0.2, -0.2], [0.7, 0.7, -0.4], [-0.5, 0.5, 0.6], [0.8, 0.7, -0.9], [0.2, 0.4, -0.2], [0.4, 0.5, -0.2], [0.0, 0.5, 0.2], [-1.5, 0.6, -0.2], [-0.2, -0.1, 0.3], [0.8, 0.3, -0.2], [0.6, 0.5, 0.5], [-0.1, -0.3, 0.0], [-0.2, 0.4, -0.2], [0.2, -0.2, -0.6], [0.0, -0.2, 1.1], [-0.1, -0.2, -0.8], [0.9, 0.3, -0.2], [0.5, 0.5, -0.4], [0.5, -0.1, 0.4], [-0.3, -0.5, 0.5], [-0.2, 0.2, 0.1], [0.8, 0.4, 0.6], [0.1, 0.0, 0.1], [-0.1, -0.1, -0.4], [0.1, -0.4, 0.4], [-0.6, -1.0, 0.5], [-0.1, 0.1, -0.7], [-0.3, 0.1, -0.1], [0.8, -0.8, 0.3], [0.3, 1.5, 0.7], [-0.4, -0.1, 0.1], [0.1, -0.6, 0.1], [0.1, 0.8, 0.2], [-0.2, 0.1, -0.3], [0.1, 0.5, 0.0], [0.0, 0.1, 0.5], [0.3, 0.2, -0.4], [0.4, 0.1, -1.6], [0.7, -0.6, -0.1], [0.0, 0.8, 0.7], [-0.3, 0.9, -0.2], [1.0, 0.3, 0.2], [-0.3, -0.2, -0.4], [-0.9, 0.1, 0.1], [0.2, -0.2, 0.6], [0.5, -0.1, 0.2], [-0.2, 0.4, 0.0], [0.9, -0.1, -0.4], [0.4, 0.1, 0.4], [-0.2, -0.8, 0.3], [-0.9, 0.1, 0.5], [-0.6, -0.2, 1.3], [0.0, 0.6, -0.5], [-0.9, 0.5, -0.5], [0.2, -0.5, 0.0], [-0.1, 0.6, 1.0], [0.2, -0.4, 0.4], [-0.2, -0.2, 0.3], [1.1, 0.3, -1.4], [0.0, -0.1, 0.2], [-0.6, 0.1, 0.0], [-0.1, -0.1, -0.2], [-1.1, -0.4, -0.1], [-0.5, -0.5, 0.8], [-0.3, 0.0, -0.3], [-1.2, -0.5, 0.2], [0.3, -0.9, -0.9], [-0.4, -0.9, 1.4], [1.4, 1.2, -2.3], [0.9, 0.4, 1.3], [0.2, 0.2, -0.1], [-0.2, -0.3, -0.3], [-0.9, 0.3, 0.7], [0.6, 0.3, -0.1], [0.3, 0.3, 0.1], [-1.3, -0.4, -0.4], [-0.2, -0.1, -0.4], [0.1, -0.4, -0.3], [-0.7, -0.8, -0.6], [-1.3, 0.0, 0.7], [-0.7, 0.2, 1.3], [-1.2, 0.2, -1.1], [0.9, 0.7, -0.2], [0.2, 0.8, 0.4], [-0.7, -1.0, 1.4], [0.4, -0.1, -0.5], [0.2, 0.2, 0.0], [0.3, -0.2, -0.1], [-0.1, -0.2, -0.3], [0.4, -0.8, -0.2], [0.0, -0.2, -0.3], [-0.7, -0.4, 0.1], [-0.3, 0.0, 0.0], [0.1, -0.3, 0.2], [-0.3, 0.4, 0.0], [0.4, -0.1, 0.1], [-0.7, -0.7, 0.8], [0.0, -0.9, 0.3], [0.2, 0.5, -0.8], [0.2, -0.1, 0.4], [1.5, 0.7, -1.0], [0.7, 1.1, 0.5], [-0.5, 0.2, 0.2], [-0.2, -0.3, 0.3], [0.5, 0.5, 0.0], [-0.6, 0.2, 0.4], [0.3, -0.4, -0.6], [-0.3, -0.6, 0.2], [-0.7, -0.8, -0.3], [0.2, 0.8, -0.5], [0.7, -0.3, -0.2], [-0.1, -0.5, -0.4], [0.7, -0.2, 0.6], [0.1, -0.3, 0.0], [-0.5, 0.6, 1.1], [0.0, 0.5, 0.3], [1.1, -0.4, 1.3], [0.0, -0.4, 0.5], [0.0, 0.4, 0.2], [-0.3, 0.5, 0.2], [0.5, 0.2, 0.4], [0.8, -0.4, 0.2], [-1.0, -0.7, 0.1], [-0.1, 0.0, -0.5], [-0.9, -0.5, 0.1], [0.0, 0.4, -0.1], [-1.0, -0.2, -1.0], [0.2, 0.6, 0.4], [-0.4, 0.6, 1.5], [0.0, 0.2, -0.2], [-0.7, -1.2, 0.9], [-1.3, -0.4, -0.1], [0.0, 0.8, -0.1], [-0.2, 0.7, 0.7], [-0.3, 1.3, 0.1], [-0.2, -0.8, 0.2], [0.5, 0.1, 0.1], [-0.2, -0.2, -0.4], [0.3, -0.3, 1.3], [0.5, 0.0, 0.7], [0.0, 0.3, -0.1], [-1.1, -1.5, -0.8], [-0.5, -1.1, 0.3], [0.2, 0.2, -0.2], [0.1, -0.5, 0.1], [0.7, -0.1, -0.4], [0.0, 0.4, 1.4], [0.0, -0.1, -0.3], [-0.8, 1.2, 0.5], [0.0, 0.2, -0.3], [0.3, 0.2, -0.3], [0.8, -1.3, 0.5], [0.5, -0.6, 0.8], [0.0, 0.2, -0.1], [0.0, 0.0, 0.0], [0.2, -0.2, -0.8], [0.2, -0.4, -0.5], [-0.2, -0.1, 0.8], [-0.9, 0.1, -0.1], [0.3, 0.3, -0.5], [0.0, -0.9, -0.4], [0.9, 0.6, 0.2], [-0.1, 0.8, 0.2], [0.5, -0.8, -0.7], [-0.2, 0.2, -0.3], [-0.4, 0.0, -0.1], [-0.9, -1.7, 0.4], [0.4, -0.3, 0.1], [1.7, -0.8, 1.0], [-0.5, 0.2, -0.5], [1.1, -1.7, 0.8], [0.2, -1.0, 0.2], [-0.6, -0.3, 0.4], [0.0, -0.1, 0.4], [0.0, 0.3, -0.4], [0.0, -1.9, -1.1], [0.0, 0.1, 0.0], [-1.0, 1.2, -0.6], [-0.4, 0.6, 0.0], [-0.3, 0.4, 0.2], [1.0, -0.3, 1.0], [0.3, 0.2, 0.3], [-0.4, -0.1, -0.9], [-0.3, 0.0, -0.7], [1.1, -0.5, -0.4], [-0.1, -0.6, -0.5], [0.1, 0.2, -0.5], [0.1, 0.1, 0.9], [-0.5, 1.0, -0.7], [-0.6, 0.1, -0.4], [0.8, -0.1, -1.4], [-0.3, -0.1, -0.9], [-0.1, 0.0, 0.1], [-0.5, -0.9, 0.4], [0.4, -0.9, 0.5], [0.4, -0.3, 0.9], [-0.5, -0.7, 0.2], [0.0, 0.5, 0.3], [-0.4, -0.5, 0.1], [0.3, 0.7, -0.1], [-1.3, 0.1, -1.7], [1.0, -0.8, 0.6], [0.6, -0.3, -0.7], [0.2, 0.3, -0.2], [0.1, 0.3, 0.3], [0.0, -0.1, -0.7], [0.1, 0.8, 0.4], [-0.8, -1.4, 0.0], [-0.1, -0.3, -0.1], [0.3, 0.0, 0.8], [-2.0, -0.4, 1.3], [-0.6, 0.0, -0.3], [0.3, 0.1, -0.1], [-0.6, 0.4, -1.2], [0.2, -0.3, 0.0], [0.5, -0.5, -1.0], [0.5, 0.0, -0.8], [-0.7, -0.8, -1.6], [0.3, 0.2, -0.1], [0.5, -0.1, 0.5], [0.0, 0.3, 0.1], [0.3, 0.3, 0.6], [-0.6, 0.0, 0.0], [-0.4, -0.5, 0.1], [0.2, -0.2, -0.3], [-0.4, 0.0, -0.8], [-0.2, -0.3, 0.1], [0.2, 0.0, 0.2], [-0.5, -0.4, 0.6], [0.5, -0.2, 0.7], [-0.5, -1.1, 0.7], [0.0, 1.9, -0.4], [0.1, 0.0, 0.4], [-0.5, -0.3, 0.1], [0.3, -0.6, -1.1], [-0.3, 1.2, 0.7], [0.3, 1.2, -0.4], [-0.1, -0.4, 0.2], [0.5, 0.5, 0.2], [-0.1, 0.4, 0.1], [0.2, 0.1, -0.1], [-0.3, 1.4, -1.4], [-0.4, -0.4, -0.4], [-0.2, -0.5, -1.3], [-0.1, 0.0, 0.1], [0.0, -0.6, -0.3], [-0.1, 0.4, -0.1], [0.1, 0.3, 0.1], [-0.1, -0.2, 0.1], [0.3, 0.5, 0.2], [-0.8, -1.2, -2.0], [0.1, -0.1, -0.6], [0.9, 0.1, 0.5], [0.7, -0.5, -0.2], [-0.3, 0.4, -0.1], [1.5, 0.9, 0.3], [-0.2, 0.1, -0.4], [-0.1, 0.1, 0.1], [-0.5, -0.2, 0.0], [0.1, 0.3, 0.2], [-0.1, -0.1, 0.2], [0.6, 0.3, 1.7], [0.1, 0.0, 0.1], [0.1, -0.3, 0.6], [-0.2, 0.2, -0.5], [-0.2, 0.2, 0.0], [2.3, -0.4, -0.5], [-0.8, -0.6, 0.2], [0.3, 0.1, 0.1], [0.0, -0.2, 0.7], [0.8, 0.2, -0.4], [-0.3, -0.1, -0.6], [1.1, 0.1, -0.3], [0.3, -0.1, -0.5], [0.4, -0.1, 0.0], [0.0, 0.1, 0.0]]}